i | {"formula": "C3H5NS2", "method": "ωB97M-V with the def2-TZVPD basis set", "homo_lumo_gap_ev": 8.68, "smiles": "C/C=N\\SC=S", "lumo_ha": -0.0013, "charge": 0, "homo_energy_ev": -8.71, "mol_weight_g_mol": 119.2, "species": ["C", "C", "N", "S", "C", "S", "H", "H", "H", "H", "H"], "positions_angstrom": [[2.1666, 0.1139, 2.3413], [1.7606, -1.0361, 1.4255], [0.9719, -1.0482, 0.4673], [0.0730, 0.4067, 0.1478], [-0.9486, -0.1683, -1.1101], [-2.1335, 0.6008, -1.8472], [1.7646, 1.0143, 1.9091], [1.8085, -0.1011, 3.4152], [3.2240, 0.1919, 2.3946], [2.1990, -2.0681, 1.5497], [-0.7013, -1.2766, -1.2895]]}

=====

ii | {"formula": "C3H5NS2", "method": "ωB97M-V with the def2-TZVPD basis set", "homo_lumo_gap_ev": 8.77, "smiles": "C=CN(S)C=S", "lumo_ha": -0.0003, "charge": 0, "homo_energy_ev": -8.78, "mol_weight_g_mol": 119.2, "species": ["C", "C", "N", "S", "C", "S", "H", "H", "H", "H", "H"], "positions_angstrom": [[1.3049, -0.5711, 1.1119], [0.9118, -0.0702, -0.0526], [-0.5251, -0.0109, -0.2715], [-1.5349, -0.2903, 1.0538], [-0.9688, 0.3893, -1.5510], [-0.2504, 0.3562, -3.0220], [0.5757, -0.7300, 1.9267], [2.2829, -0.7091, 1.3394], [1.3229, -0.0062, -0.9478], [-1.0714, 0.7618, 2.0869], [-2.0476, 0.8804, -1.6738]]}

=====

Energy comparison, zero being the most stable, in kJ/mol: i 0.0; ii 135.8.